(1)
{"formula": "C3H14O3S2", "method": "wB97M-V/def2-TZVPD", "symbols": ["C", "C", "C", "S", "S", "H", "H", "H", "H", "H", "H", "H", "H", "O", "H", "H", "O", "H", "H", "O", "H", "H"], "positions_angstrom": [[-3.2715, 0.3487, 1.1262], [-1.9447, 0.2247, 0.3863], [-1.4916, 1.6305, -0.1129], [0.0935, 1.6981, -0.8524], [1.7188, 1.6173, 0.3075], [-3.9085, 1.1167, 0.7063], [-3.9251, -0.5415, 1.0639], [-3.2686, 0.5768, 2.2054], [-2.1945, -0.4809, -0.4424], [-1.1797, -0.2457, 0.9828], [-1.7422, 2.2827, 0.7404], [-2.1830, 1.9671, -0.8970], [1.8200, 0.2985, 0.5465], [1.6301, -3.5799, -0.3801], [2.1871, -3.7710, -1.1381], [1.3029, -2.6700, -0.5951], [1.0323, -1.8613, 1.7197], [0.1313, -1.9621, 2.0296], [1.3952, -2.6961, 1.3743], [0.0577, -1.7707, -1.6067], [-0.5441, -2.4214, -1.9777], [0.3195, -1.2205, -2.3647]], "smiles": "CCCSS.O.O.O", "homo_lumo_gap_ev": 9.06, "max_force_ha_per_bohr": 0.054, "energy_ev": -31150.8398, "spin_multiplicity": 1, "homo_energy_ev": -8.72, "de_lowest_kj_mol": 60.6}

(2)
{"formula": "C23H34Br8N3O2S", "method": "wB97M-V/def2-TZVPD", "symbols": ["C", "C", "N", "C", "C", "C", "C", "S", "C", "N", "N", "C", "O", "C", "C", "C", "C", "C", "C", "C", "O", "H", "H", "H", "H", "H", "H", "H", "H", "H", "H", "H", "H", "H", "H", "H", "H", "H", "H", "Br", "C", "C", "Br", "H", "H", "H", "H", "Br", "C", "C", "Br", "H", "H", "H", "H", "Br", "C", "C", "Br", "H", "H", "H", "H", "Br", "C", "C", "Br", "H", "H", "H", "H"], "positions_angstrom": [[3.3132, 0.6113, 1.8074], [2.2195, 0.7622, 1.3351], [0.9486, 1.3186, 1.0972], [-0.0932, 0.8609, 1.8530], [-1.3868, 1.3909, 1.7196], [-2.5852, 0.9409, 2.5945], [-2.7882, -0.6009, 2.7337], [-4.4850, -1.0600, 3.3043], [-5.6278, -0.0990, 2.3321], [-6.3290, -0.4876, 1.2546], [-7.0742, 0.5591, 0.8899], [-6.8859, 1.6017, 1.6695], [-5.9524, 1.1869, 2.5755], [-1.5556, 2.4413, 0.7196], [-2.9336, 3.1002, 0.5198], [-3.3223, 3.8777, 1.8511], [-3.5268, 5.4205, 1.6296], [-0.4545, 2.9028, -0.0743], [-0.5093, 4.0198, -1.1191], [0.8111, 2.2848, 0.1641], [1.8780, 2.6872, -0.5632], [4.2839, 0.5516, 2.2951], [0.0905, 0.0611, 2.5865], [-2.3985, 1.3662, 3.6092], [-3.5263, 1.4042, 2.2467], [-2.1058, -0.9725, 3.5320], [-2.5745, -1.1770, 1.8236], [-7.3635, 2.5839, 1.6318], [-3.6496, 2.2687, 0.3228], [-2.9774, 3.7514, -0.3726], [-4.2037, 3.3995, 2.3249], [-2.4567, 3.7612, 2.5442], [-3.0742, 5.7002, 0.6587], [-4.6158, 5.6245, 1.6011], [-3.0576, 5.9843, 2.4602], [0.2595, 3.9159, -1.9119], [-0.2757, 4.9889, -0.6097], [-1.5142, 4.1507, -1.5621], [1.9396, 3.6551, -0.4781], [-0.8359, -1.3025, 0.0836], [-0.4020, -3.2044, 0.0971], [-1.5273, -4.0219, -0.4768], [-2.9857, -4.2022, 0.8004], [-0.1610, -3.4659, 1.1234], [0.4940, -3.2962, -0.5160], [-1.1955, -5.0390, -0.6795], [-1.9494, -3.5947, -1.3827], [3.7379, 0.6702, -4.4377], [4.6723, 0.3737, -2.7564], [4.1145, -0.8139, -2.0184], [2.4222, -0.3804, -1.1533], [4.6051, 1.2991, -2.1903], [5.7101, 0.1971, -3.0354], [4.7812, -1.1096, -1.2085], [3.9296, -1.6690, -2.6607], [6.4094, -2.2240, -7.5626], [4.7380, -3.2056, -7.7424], [3.6641, -2.6242, -6.8616], [3.9188, -3.1377, -5.0009], [4.9562, -4.2467, -7.5203], [4.4635, -3.1111, -8.7918], [2.6873, -3.0208, -7.1345], [3.6303, -1.5378, -6.8877], [2.1429, -5.1873, 1.6531], [3.4157, -4.2624, 2.7975], [2.7729, -3.8285, 4.0883], [1.6553, -2.2511, 3.8286], [3.8188, -3.4346, 2.2200], [4.2065, -4.9864, 2.9880], [3.5290, -3.5252, 4.8107], [2.1412, -4.5941, 4.5303]], "charge": 1, "homo_lumo_gap_ev": 7.84, "max_force_ha_per_bohr": 0.076, "energy_ev": -604132.5759, "spin_multiplicity": 1, "homo_energy_ev": -11.50}

(3)
{"formula": "C20H27N5O4", "method": "wB97M-V/def2-TZVPD", "symbols": ["C", "C", "C", "C", "N", "C", "C", "C", "C", "C", "C", "C", "N", "C", "O", "C", "C", "O", "N", "C", "C", "C", "C", "O", "N", "C", "C", "O", "N", "H", "H", "H", "H", "H", "H", "H", "H", "H", "H", "H", "H", "H", "H", "H", "H", "H", "H", "H", "H", "H", "H", "H", "H", "H", "H", "H"], "positions_angstrom": [[-4.6137, 2.5557, -0.1127], [-4.5135, 1.2462, 0.6036], [-3.3767, 0.5129, 0.5979], [-3.3108, -0.7625, 1.2910], [-2.4167, -1.6506, 1.4580], [-1.0528, -1.6259, 0.9698], [-0.9300, -2.4808, -0.2935], [0.5328, -2.7002, -0.6702], [1.3011, -1.3925, -0.8089], [1.1375, -0.5561, 0.4643], [-0.3366, -0.2893, 0.7536], [2.7702, -1.6725, -1.1112], [3.4701, -0.4532, -1.4953], [4.3747, 0.0892, -0.6321], [4.5848, -0.3799, 0.4764], [5.1674, 1.2615, -1.0818], [5.7481, 1.5350, -2.2718], [6.5051, 2.6255, -2.1889], [6.4366, 3.1159, -0.8881], [5.6575, 2.3078, -0.2319], [5.3684, 2.5356, 1.2113], [2.8500, 0.2155, -2.6297], [1.3779, 0.4588, -2.3292], [0.7195, -0.7311, -1.9491], [-4.5507, -1.0629, 1.8906], [-5.6383, -0.2621, 1.8591], [-6.8272, -0.7932, 2.6212], [-7.9622, -0.0118, 2.3594], [-5.6775, 0.8717, 1.2532], [-3.6791, 2.8229, -0.6023], [-5.4106, 2.5048, -0.8557], [-4.8893, 3.3385, 0.5950], [-2.5205, 0.8768, 0.0594], [-0.4770, -2.1432, 1.7494], [-1.4221, -3.4396, -0.1235], [-1.4565, -1.9839, -1.1131], [1.0250, -3.2994, 0.1030], [0.6084, -3.2529, -1.6097], [1.5940, -1.1128, 1.2876], [1.6981, 0.3780, 0.3922], [-0.7516, 0.2398, -0.1044], [-0.4479, 0.3501, 1.6326], [3.2688, -2.0983, -0.2445], [2.8272, -2.3750, -1.9487], [5.7330, 1.0398, -3.2292], [5.6311, 1.6503, 1.7858], [5.9269, 3.3999, 1.5628], [4.3029, 2.7169, 1.3599], [3.3409, 1.1632, -2.8292], [2.9421, -0.4275, -3.5104], [1.2847, 1.2259, -1.5508], [0.8667, 0.8190, -3.2224], [-4.5718, -1.9507, 2.3719], [-6.9766, -1.8398, 2.3249], [-6.5628, -0.7849, 3.6867], [-8.6791, -0.3245, 2.9181]], "smiles": "Cc1c/c(=N\\[C@H]2CC[C@@]3(CC2)CN(C(=O)c2conc2C)CCO3)[nH]c(CO)n1", "homo_lumo_gap_ev": 8.63, "max_force_ha_per_bohr": 0.002, "energy_ev": -36817.8504, "spin_multiplicity": 1, "homo_energy_ev": -8.05, "de_lowest_kj_mol": 139.8}